# 1
Density functional theory data (wB97M-V/def2-TZVPD) for one molecule with the formula C7H14N2O5 at a distorted geometry.

```
28
Properties=species:S:1:pos:R:3:lowdin_charge:R:1
C 0.9381 -2.4928 -0.0041 -0.040
C 0.9956 -1.2228 -0.7663 -0.331
O -0.2005 -0.9690 -1.5984 -0.057
C 1.2090 0.0733 0.0974 -0.127
N 0.7235 1.2522 -0.6674 0.120
C -0.4975 1.6628 -0.2690 -0.440
O -0.8958 2.8048 -0.5881 0.061
C -1.3389 0.7372 0.4997 -0.367
N -1.2498 0.9229 1.9312 0.064
C -2.7934 0.7877 0.0765 -0.202
O -2.7417 0.5256 -1.3354 -0.051
C 2.8116 0.3574 0.2922 -0.456
O 3.3059 1.4246 -0.0022 0.111
O 3.4585 -0.6871 0.6826 0.166
H -0.1186 -2.6698 0.0554 0.087
H 1.2814 -2.3719 1.0111 0.081
H 1.4862 -3.3336 -0.2860 0.065
H 1.9283 -1.3129 -1.4584 0.170
H -0.0504 -0.7584 -2.5259 0.105
H 0.6841 0.1268 1.0492 0.120
H 1.2891 2.0972 -0.6236 0.145
H -1.0880 -0.3271 0.2437 0.135
H -1.1934 -0.0485 2.4095 0.129
H -2.0687 1.3599 2.2869 0.060
H -3.5305 0.1547 0.5460 0.119
H -3.1093 1.7976 0.3070 0.115
H -3.5801 0.7625 -1.7475 0.093
H 4.3453 -0.6534 0.3841 0.122
```

## Properties
Energy relative to the best compared isomer or geometry (same formula, charge and spin) = 2.509 eV
SMILES string = C[C@@H](O)[C@H](NC(=O)[C@@H](N)CO)C(=O)O
Frontier orbital gap = 9.64 eV

# 2
Density functional theory data (wB97M-V/def2-TZVPD) for one molecule with the formula C2H3NOS3 at a distorted geometry.

```
10
Properties=species:S:1:pos:R:3:lowdin_charge:R:1
O -2.6953 1.1369 0.0046 -0.018
N -1.3150 1.0961 0.0037 -0.094
C -0.6464 -0.0186 -0.0060 -0.903
S -1.3978 -1.5061 -0.0009 0.673
C 0.8639 0.1512 -0.0084 -1.159
S 1.5612 1.6574 -0.0020 0.675
S 1.7301 -1.3386 -0.0007 0.772
H -2.9127 0.1458 0.0036 0.044
H -0.8673 2.0064 0.0031 0.102
H 2.9475 -0.7192 0.0732 -0.091
```

## Properties
Energy relative to the best compared isomer or geometry (same formula, charge and spin) = 1.463 eV
SMILES string = ONC(=S)C(=S)S
Frontier orbital gap = 7.55 eV

# 3
Density functional theory data (wB97M-V/def2-TZVPD) for a 7-piece molecular cluster, C27H51N2O21S overall at a distorted geometry.

```
102
Properties=species:S:1:pos:R:3:lowdin_charge:R:1
C -3.2476 -6.5031 -1.0450 -0.076
O -3.7803 -5.2175 -0.7133 -0.166
C -3.0946 -4.1505 -1.2944 -0.252
C -3.3797 -4.0064 -2.7949 -0.143
C -2.9812 -2.5796 -3.2117 -0.140
C -2.6096 -2.4131 -4.6477 -0.093
C -1.2924 -2.1315 -5.0512 -0.478
S 0.0467 -1.9228 -3.9267 0.896
C -1.1029 -1.9755 -6.4175 -0.056
N -2.0522 -2.1035 -7.3151 0.093
N -3.3059 -2.3658 -6.9844 0.205
C -3.5646 -2.4981 -5.7107 -0.136
C -5.0323 -2.7437 -5.3988 -0.118
O -5.6659 -3.3902 -6.4802 -0.120
O -5.1178 -4.7002 -6.5475 -0.007
H -2.3077 -6.4071 -1.5870 0.083
H -3.9751 -7.0464 -1.6407 0.089
H -3.0393 -7.0351 -0.1220 0.091
H -2.0155 -4.1838 -1.1059 0.125
H -3.4699 -3.2471 -0.8119 0.134
H -4.4447 -4.1892 -2.9033 0.111
H -2.8441 -4.7603 -3.3711 0.124
H -3.7296 -1.8464 -2.9126 0.153
H -2.0963 -2.3327 -2.6343 0.065
H 0.6885 -3.1029 -3.8971 -0.083
H -0.1175 -1.7309 -6.7891 0.146
H -1.8457 -1.9812 -8.2997 0.196
H -5.5543 -1.7966 -5.2822 0.157
H -5.1340 -3.3748 -4.5255 0.105
H -5.7450 -5.2428 -6.0466 0.115
C -0.0424 -1.2700 -0.2889 -0.050
O -0.1922 -0.2174 0.6560 -0.011
C -1.4333 0.2749 0.7123 -0.616
O -2.3654 -0.1110 0.0531 0.119
O -1.4488 1.2507 1.6077 -0.025
C -2.7248 1.8820 1.7945 -0.009
H 0.9951 -1.5921 -0.2489 0.103
H -0.6860 -2.1120 -0.0346 0.091
H -0.2664 -0.9097 -1.2901 0.047
H -3.4579 1.1611 2.1485 0.102
H -3.0612 2.3423 0.8682 0.100
H -2.5741 2.6478 2.5495 0.100
C 0.5738 1.3449 3.9260 -0.035
O 1.6198 2.0695 4.5775 -0.027
C 1.1864 3.1129 5.2908 -0.620
O 0.0394 3.4572 5.4002 0.129
O 2.2408 3.6943 5.8515 -0.001
C 1.9305 4.8348 6.6645 -0.025
H 1.0473 0.5319 3.3809 0.094
H -0.1167 0.9316 4.6602 0.109
H 0.0459 1.9816 3.2274 0.074
H 1.2859 4.5486 7.4924 0.102
H 1.4569 5.6130 6.0713 0.094
H 2.8731 5.2066 7.0527 0.095
C 1.2815 -6.1417 -11.6746 -0.020
O 1.3170 -6.2830 -10.2468 0.020
C 0.3052 -5.7212 -9.6111 -0.622
O -0.6090 -5.1115 -10.1045 0.118
O 0.4649 -5.9263 -8.2955 0.015
C -0.5898 -5.3877 -7.5177 -0.054
H 2.1647 -6.6474 -12.0502 0.098
H 0.3899 -6.6122 -12.0820 0.101
H 1.3147 -5.0913 -11.9549 0.099
H -1.5401 -5.8589 -7.7649 0.107
H -0.6658 -4.3102 -7.6471 0.059
H -0.3564 -5.5964 -6.4754 0.097
C 2.9385 -1.6001 10.0873 -0.040
O 3.7454 -1.3615 8.9319 0.005
C 3.1605 -0.6093 8.0008 -0.625
O 2.0514 -0.1445 8.0666 0.122
O 4.0088 -0.4617 6.9879 0.014
C 3.4936 0.3399 5.9169 -0.030
H 3.5345 -2.2179 10.7522 0.093
H 2.6923 -0.6637 10.5838 0.097
H 2.0272 -2.1298 9.8170 0.096
H 3.2781 1.3430 6.2635 0.081
H 2.6045 -0.1192 5.4947 0.087
H 4.2722 0.3821 5.1600 0.102
C -0.6199 9.5781 7.4112 -0.037
O 0.5903 10.3280 7.5400 0.009
C 1.6970 9.5901 7.5312 -0.626
O 1.7440 8.3914 7.4253 0.113
O 2.7417 10.4032 7.6598 0.009
C 4.0086 9.7414 7.6685 -0.037
H -1.4292 10.3013 7.4342 0.094
H -0.6392 9.0397 6.4656 0.096
H -0.7302 8.8818 8.2400 0.098
H 4.1705 9.2099 6.7327 0.096
H 4.0754 9.0513 8.5072 0.097
H 4.7573 10.5197 7.7783 0.094
C 1.6102 2.5008 0.0227 -0.028
O 1.6376 2.6785 -1.3992 0.008
C 2.7608 2.2620 -1.9789 -0.628
O 3.7002 1.7598 -1.4225 0.130
O 2.6635 2.4909 -3.2905 -0.002
C 3.8179 2.0978 -4.0373 -0.040
H 0.6475 2.8713 0.3631 0.093
H 1.6983 1.4483 0.2776 0.085
H 2.4027 3.0728 0.5008 0.105
H 3.9943 1.0280 -3.9390 0.094
H 4.6951 2.6501 -3.7081 0.101
H 3.6065 2.3392 -5.0749 0.092
```

## Properties
Frontier orbital gap = 6.89 eV
Net charge = +1

# 4
Density functional theory data (wB97M-V/def2-TZVPD) for a 3-piece molecular cluster, C25H44IN4O4PS overall at a distorted geometry.

```
80
Properties=species:S:1:pos:R:3:lowdin_charge:R:1
N -1.9645 -2.5471 -4.0898 0.105
C -2.0005 -1.7545 -3.0509 -0.098
C -2.2272 -1.1071 -1.5250 -0.266
C -1.1204 -1.6287 -0.4337 -0.182
C 0.2502 -2.2582 -1.0748 -0.285
C 0.1202 -3.8806 -1.4603 -0.635
I 1.6665 -5.0056 -0.3777 0.755
C -3.7914 -1.2101 -1.0286 -0.493
C -4.8463 -0.8804 -2.2828 -0.149
N -5.6477 -0.5518 -3.2750 0.111
P -4.0474 0.2651 0.2177 0.399
S -5.8853 0.9125 0.2321 0.206
C -4.2078 -2.6341 -0.3364 -0.150
C -3.7505 -4.0461 -1.0305 -0.013
C -4.0920 -5.5402 -0.3680 -0.047
C -4.9112 -5.6623 1.0466 -0.062
C -5.4279 -4.2564 1.7617 -0.046
C -5.0802 -2.7667 1.0845 -0.015
H -2.0152 0.0586 -1.6741 0.131
H -1.5180 -2.3933 0.3571 0.127
H -0.7871 -0.6647 0.1856 0.130
H 1.0778 -2.2304 -0.2148 0.070
H 0.5910 -1.6048 -1.9843 0.118
H 0.3700 -3.9337 -2.6148 0.060
H -0.9701 -4.2960 -1.2296 0.046
H -3.0600 1.2953 -0.0877 0.002
H -3.6459 -0.2832 1.5200 0.012
H -3.1439 -4.0939 -2.0534 0.085
H -3.7129 -6.5157 -0.8914 0.085
H -5.0881 -6.7402 1.4794 0.087
H -6.0175 -4.3853 2.7728 0.084
H -5.4788 -1.7943 1.6523 0.066
C 8.0725 -2.6246 3.9503 -0.113
O 8.2109 -1.8151 2.7900 -0.199
C 8.5684 -2.5558 1.6154 -0.201
C 7.3882 -2.6292 0.6331 -0.206
N 6.3229 -3.4987 1.1414 -0.055
C 5.0563 -3.3864 0.4105 -0.223
C 4.3662 -2.0056 0.3755 -0.224
O 3.8491 -1.5778 1.6352 -0.188
C 4.8124 -0.9922 2.5005 -0.096
H 8.0241 -1.9642 4.8206 0.090
H 7.1440 -3.1999 3.9143 0.072
H 8.9244 -3.2986 4.0722 0.087
H 8.9576 -3.5540 1.8570 0.121
H 9.3773 -1.9970 1.1358 0.118
H 7.7407 -3.0177 -0.3285 0.122
H 7.0281 -1.6084 0.4782 0.097
H 6.1453 -3.2689 2.1143 0.064
H 4.3637 -4.0960 0.8795 0.066
H 5.2128 -3.7332 -0.6166 0.114
H 3.4926 -2.1037 -0.2816 0.087
H 4.9896 -1.2297 -0.0774 0.109
H 5.5744 -0.4260 1.9567 0.090
H 5.2699 -1.7610 3.1241 0.067
H 4.2897 -0.3039 3.1720 0.089
C -0.1675 7.1222 -1.2606 -0.114
O -1.4319 7.6187 -0.8415 -0.199
C -2.3814 7.7388 -1.9093 -0.201
C -3.4835 6.6742 -1.7855 -0.205
N -2.9681 5.3341 -2.0819 -0.057
C -3.8735 4.2449 -1.7014 -0.188
C -4.2683 4.1245 -0.2136 -0.237
O -3.1977 3.7348 0.6461 -0.222
C -2.3378 4.7967 1.0366 -0.092
H 0.5442 7.2754 -0.4446 0.090
H -0.2189 6.0496 -1.4634 0.070
H 0.1976 7.6519 -2.1444 0.087
H -1.9009 7.7120 -2.8966 0.121
H -2.8443 8.7236 -1.7977 0.118
H -4.2946 6.9094 -2.4831 0.123
H -3.8801 6.7314 -0.7681 0.097
H -2.0914 5.2009 -1.5874 0.062
H -3.3760 3.3119 -1.9933 0.110
H -4.7832 4.3180 -2.3072 0.121
H -5.0076 3.3162 -0.1456 0.026
H -4.7725 5.0174 0.1665 0.112
H -2.8708 5.7446 1.1566 0.092
H -1.5210 4.8975 0.3210 0.067
H -1.8897 4.5324 1.9995 0.090
```

## Properties
SMILES string = N#C[C@H](CCCI)[C@](C#N)([PH2]=S)c1ccccc1.COCCNCCOC.COCCNCCOC
Frontier orbital gap = 8.14 eV